No. 1
Computed, not measured: C23H32F10N5O4SSiTm as an isolated structure, with ωB97M-V with the def2-TZVPD basis set.

```
77
C23H32F10N5O4SSiTm, DFT ωB97M-V with the def2-TZVPD basis set
Tm -0.039 0.405 0.618
N -0.929 -0.346 2.940
C 0.234 -0.655 3.796
C 1.371 -1.234 2.965
O 2.124 -2.071 3.427
O 1.445 -0.758 1.752
H -1.494 0.382 3.355
H -1.513 -1.168 2.858
H 0.011 -1.336 4.613
H 0.608 0.273 4.226
C -4.015 -2.592 1.044
Si -2.385 -2.331 0.136
C -1.044 -3.124 1.202
C -2.476 -3.325 -1.457
N -1.963 -0.680 -0.145
C -2.687 0.085 -1.031
C -3.962 -0.220 -1.561
C -4.629 0.619 -2.440
C -4.073 1.823 -2.856
C -2.818 2.165 -2.372
C -2.194 1.303 -1.511
F -0.917 1.668 -1.082
H -4.000 -3.555 1.568
H -4.867 -2.605 0.357
H -4.201 -1.804 1.784
H -0.765 -4.094 0.775
H -1.379 -3.312 2.230
H -0.132 -2.527 1.248
H -2.430 -4.400 -1.244
H -1.638 -3.055 -2.106
H -3.402 -3.134 -2.010
H -4.438 -1.143 -1.250
H -5.608 0.328 -2.802
H -4.599 2.482 -3.533
H -2.325 3.090 -2.650
C 4.238 2.117 -0.203
N 3.534 2.188 -1.485
C 4.196 2.843 -2.611
C 2.272 1.748 -1.548
C 1.521 1.860 -2.842
O 1.744 1.287 -0.526
H 5.304 2.011 -0.388
H 3.882 1.262 0.360
H 4.064 3.017 0.391
H 5.174 3.181 -2.282
H 3.638 3.713 -2.958
H 4.341 2.159 -3.447
H 2.168 1.775 -3.712
H 1.017 2.830 -2.870
H 0.769 1.080 -2.879
C 1.464 -4.364 -2.770
N 1.966 -4.004 -1.455
C 2.694 -4.823 -0.597
C 2.934 -4.110 0.519
N 2.369 -2.867 0.323
C 1.765 -2.795 -0.876
S 0.893 -1.501 -1.542
H 1.807 -5.367 -3.011
H 1.827 -3.659 -3.515
H 0.376 -4.334 -2.780
H 2.959 -5.834 -0.857
H 3.437 -4.373 1.433
H 2.277 -2.114 1.003
F 0.790 3.872 0.045
C -0.246 4.281 0.807
F 0.014 5.540 1.187
F -1.331 4.300 0.033
C -0.447 3.297 2.014
O -0.957 2.120 1.624
C 0.948 3.060 2.707
F 0.816 2.766 4.007
F 1.526 1.965 2.138
F 1.811 4.071 2.602
C -1.386 4.005 3.041
F -0.757 4.988 3.704
F -2.449 4.536 2.428
F -1.835 3.120 3.941
```

Calculated values
Spin multiplicity: 3
ΔE to the lowest compared entry with this formula, charge and spin (kJ/mol): 0.0
Strongest force on any atom (eV Å⁻¹): 0.98
Gap between HOMO and LUMO (spin up / spin down) (Eh): 0.274 / 0.274
Net charge: 0
⟨S²⟩: 2.00

Mulliken atomic charge list, values in e, 6 entries: atom 1 (Tm): 0.5340, atom 2 (N): -0.4666, atom 3 (C): -0.6681, atom 4 (C): 0.8368, atom 5 (O): -0.7384, atom 6 (O): -0.6723

=====

No. 2
Computed, not measured: a 10-piece molecular cluster, C23H32F7N10O5PS overall, with ωB97M-V with the def2-TZVPD basis set.

```
79
C23H32F7N10O5PS, DFT ωB97M-V with the def2-TZVPD basis set
C 5.323 -2.443 0.583
P 4.779 -0.678 -0.041
O 3.765 0.106 1.167
O 3.913 -1.011 -1.511
C 2.456 -0.722 -1.373
O 1.983 0.189 -2.271
N 1.545 -1.441 -0.362
C 0.484 -0.520 0.193
F -0.623 -0.356 -0.820
F 0.975 0.887 0.444
C -0.105 -1.010 1.680
F -1.596 -1.201 1.661
F 0.123 0.100 2.679
S 0.890 -2.783 -1.265
O 2.062 -3.832 -1.395
O 0.510 -2.428 -2.749
C -0.534 -3.686 -0.459
F -1.871 -3.011 -0.638
F -0.675 -4.993 -1.204
F -0.286 -4.091 0.966
H 5.123 -3.213 -0.306
H 6.488 -2.438 0.749
H 4.709 -2.799 1.514
H 3.266 -0.570 1.711
H 0.478 -1.934 2.108
C 7.332 1.486 2.746
C 7.038 1.087 1.309
N 6.793 0.756 0.117
H 6.424 1.401 3.350
H 8.101 0.831 3.165
H 7.687 2.520 2.780
C -3.468 -0.812 -2.566
C -4.623 -1.115 -3.507
N -5.581 -1.367 -4.288
H -3.536 -1.444 -1.677
H -2.517 -1.006 -3.069
H -3.502 0.237 -2.261
C 1.222 -3.163 -5.979
C 0.928 -4.153 -7.095
N 0.683 -4.973 -8.021
H 0.705 -2.219 -6.172
H 0.881 -3.568 -5.023
H 2.298 -2.974 -5.923
C -5.245 -4.246 -1.078
C -5.061 -4.573 0.395
N -4.908 -4.844 1.617
H -4.280 -3.994 -1.528
H -5.668 -5.108 -1.601
H -5.922 -3.394 -1.189
C 1.614 3.690 2.162
C 1.798 3.363 3.635
N 1.951 3.092 4.857
H 2.578 3.942 1.712
H 1.191 2.828 1.638
H 0.936 4.542 2.051
C -9.282 -2.062 0.502
C -7.965 -1.691 -0.162
N -6.874 -1.383 -0.713
H -9.839 -1.157 0.756
H -9.883 -2.672 -0.178
H -9.090 -2.632 1.416
C -0.348 7.806 1.980
C 0.985 7.191 1.586
N 2.091 6.681 1.259
H -1.047 7.750 1.140
H -0.771 7.266 2.831
H -0.208 8.854 2.257
C 6.653 4.885 -0.584
C 6.837 4.558 0.889
N 6.990 4.286 2.111
H 7.617 5.136 -1.033
H 6.230 4.023 -1.107
H 5.975 5.736 -0.695
C -5.838 0.496 2.373
C -6.826 1.216 3.276
N -7.645 1.814 4.025
H -6.147 0.596 1.328
H -4.841 0.927 2.492
H -5.801 -0.566 2.633
```

Calculated values
Spin multiplicity: 1
ΔE to the lowest compared entry with this formula, charge and spin (kJ/mol): 978.8
Structure (SMILES): CP(O)OC(=O)N(C(F)(F)C(F)F)S(=O)(=O)C(F)(F)F.CC#N.CC#N.CC#N.CC#N.CC#N.CC#N.CC#N.CC#N.CC#N
Strongest force on any atom (eV Å⁻¹): 11.08
Gap between HOMO and LUMO (Eh): 0.213
Net charge: 0

Mulliken atomic charge list, values in e, 6 entries: atom 1 (C): -0.8789, atom 2 (P): 0.4984, atom 3 (O): -0.4128, atom 4 (O): -0.3069, atom 5 (C): 0.1839, atom 6 (O): -0.4400

=====

No. 3
Computed, not measured: C23H32F9FeGeN4O4SSe as an isolated structure, with ωB97M-V with the def2-TZVPD basis set.

```
76
C23H32F9FeGeN4O4SSe, DFT ωB97M-V with the def2-TZVPD basis set
Fe 2.342 1.472 1.758
C -0.553 4.739 2.495
C 0.412 3.736 1.927
N 1.421 3.221 2.599
O 1.514 3.587 3.921
C 0.261 3.206 0.625
C -0.588 3.872 -0.416
N 0.888 2.057 0.427
O 0.770 1.562 -0.884
H -0.386 4.823 3.566
H -1.579 4.410 2.319
H -0.427 5.726 2.041
H 2.281 3.038 4.189
H -1.646 3.672 -0.220
H -0.342 3.480 -1.400
H -0.426 4.951 -0.409
Se 3.833 1.302 3.358
F 4.536 1.456 -3.277
C 3.621 1.373 -2.269
F 2.758 0.413 -2.635
F 2.956 2.538 -2.270
C 4.257 1.050 -0.853
O 3.365 0.553 -0.013
C 5.413 0.014 -1.107
F 5.024 -0.957 -1.969
F 5.775 -0.593 0.023
F 6.535 0.564 -1.642
C 4.958 2.395 -0.392
F 4.066 3.205 0.195
F 5.479 3.117 -1.419
F 5.962 2.189 0.462
C -0.519 -4.907 -0.057
C -0.765 -4.224 1.288
C -0.028 -2.879 1.420
N -0.964 -1.773 1.435
C -0.755 -0.604 2.063
S 0.661 -0.286 2.942
N -1.711 0.346 1.964
C -2.902 0.406 1.152
O -3.056 1.469 0.507
C -3.841 -0.670 1.177
C -4.839 -0.731 0.158
C -5.762 -1.747 0.119
C -5.776 -2.750 1.102
C -4.859 -2.662 2.157
C -3.925 -1.653 2.212
H -1.098 -5.829 -0.141
H 0.538 -5.152 -0.174
H -0.804 -4.253 -0.883
H -0.449 -4.895 2.090
H -1.835 -4.047 1.419
H 0.690 -2.761 0.597
H 0.540 -2.823 2.345
H -1.734 -1.793 0.778
H -1.359 1.267 2.193
H -4.833 0.048 -0.595
H -6.497 -1.775 -0.679
H -6.499 -3.555 1.058
H -4.894 -3.403 2.950
H -3.262 -1.583 3.065
C -1.735 -1.537 -2.336
Ge 0.006 -0.609 -2.566
C -0.193 0.600 -4.117
C 1.367 -1.992 -2.939
C 0.309 0.224 -0.805
H -2.125 -1.899 -3.290
H -2.475 -0.864 -1.897
H -1.636 -2.397 -1.671
H -0.669 0.056 -4.934
H 0.775 0.967 -4.455
H -0.819 1.454 -3.857
H 1.065 -2.624 -3.777
H 1.491 -2.625 -2.058
H 2.331 -1.537 -3.165
H 1.019 -0.386 -0.234
H -0.655 0.216 -0.291
```

Calculated values
Spin multiplicity: 6
ΔE to the lowest compared entry with this formula, charge and spin (kJ/mol): 13.7
Strongest force on any atom (eV Å⁻¹): 1.64
Gap between HOMO and LUMO (spin up / spin down) (Eh): 0.174 / 0.195
Net charge: -2
⟨S²⟩: 9.24

Mulliken atomic charge list, values in e, 6 entries: atom 1 (Fe): 0.7002, atom 2 (C): -1.4185, atom 3 (C): -0.2293, atom 4 (N): 0.3344, atom 5 (O): -0.4994, atom 6 (C): 0.2534

=====

The lowest strongest force on any atom belongs to which entry? C23H32F10N5O4SSiTm

=====

What is the formula in the first record? C23H32F10N5O4SSiTm